No. 1
ORCA calculation (ωB97M-V/def2-TZVPD) on a molecular structure, C26H21N5O3RuS3.

Last column: Mulliken charge in e.
Atoms and positions in Å:
1 Ru -0.01 -0.17 0.30  0.28
2 C 2.26 -2.69 -0.17  -1.32
3 C 1.22 -2.81 -1.24  0.98
4 C 1.26 -3.92 -2.11  -0.91
5 C 0.28 -4.09 -3.04  -0.73
6 C -0.76 -3.15 -3.14  1.19
7 C -1.82 -3.29 -4.07  -0.88
8 C -2.80 -2.34 -4.14  -0.67
9 C -2.76 -1.23 -3.28  -0.61
10 C -1.75 -1.07 -2.36  1.14
11 S -1.76 0.31 -1.30  -0.40
12 C -0.72 -2.04 -2.27  -0.41
13 N 0.28 -1.88 -1.35  -0.07
14 H 2.77 -3.64 -0.02  0.44
15 H 1.80 -2.40 0.78  0.21
16 H 3.00 -1.94 -0.43  0.24
17 H 2.06 -4.64 -2.00  0.42
18 H 0.29 -4.95 -3.70  0.43
19 H -1.83 -4.15 -4.72  0.39
20 H -3.60 -2.44 -4.85  0.39
21 H -3.54 -0.47 -3.33  0.47
22 C 4.23 -0.03 2.76  -0.89
23 N 3.30 1.08 2.89  0.16
24 C 3.16 1.87 4.01  -0.75
25 C 2.10 2.65 3.82  -0.18
26 N 1.57 2.34 2.57  0.54
27 C 2.33 1.36 2.00  0.22
28 S 2.32 0.74 0.41  -0.52
29 C 0.34 2.90 2.08  0.87
30 C -0.17 4.02 2.71  -0.94
31 C -1.37 4.54 2.29  -0.55
32 C -2.01 3.95 1.21  -0.96
33 C -1.40 2.86 0.63  0.04
34 N -0.26 2.31 1.05  0.28
35 H 5.03 0.11 3.48  0.33
36 H 4.65 -0.06 1.76  0.36
37 H 3.72 -0.97 2.97  0.32
38 H 3.83 1.79 4.85  0.44
39 H 1.66 3.37 4.49  0.36
40 H 0.36 4.49 3.53  0.35
41 H -1.79 5.41 2.79  0.44
42 H -2.94 4.32 0.83  0.44
43 H -1.85 2.43 -0.25  0.27
44 O 1.01 -0.31 4.57  -0.62
45 S -0.35 -0.09 4.12  0.88
46 O -0.93 1.20 4.40  -0.63
47 N -0.46 -0.46 2.52  -0.09
48 C -1.18 -1.58 2.33  1.32
49 O -1.27 -2.07 1.19  -0.58
50 C -1.79 -2.13 3.56  -0.40
51 C -2.62 -3.23 3.69  -0.56
52 C -3.06 -3.56 4.96  -0.56
53 C -2.67 -2.82 6.07  -0.56
54 C -1.83 -1.71 5.94  -0.58
55 C -1.41 -1.40 4.67  0.36
56 H -2.91 -3.80 2.81  0.52
57 H -3.72 -4.41 5.10  0.41
58 H -3.02 -3.10 7.06  0.42
59 H -1.52 -1.13 6.80  0.47

As for the charge: +1. The energy above the lowest of the compared OMol25 structures with the same formula, charge and spin is 0.0 kcal/mol. As for the multiplicity: 6. The calculation puts the frontier orbital gap (alpha / beta) at 7.856 / 6.125 eV.



No. 2
ORCA calculation (ωB97M-V/def2-TZVPD) on a molecular structure, C26H21N5O4Ti.

Last column: Mulliken charge in e.
Atoms and positions in Å:
1 Ti 8.69 -15.64 3.31  -0.26
2 C 8.27 -12.72 1.14  -1.08
3 C 8.01 -14.02 0.48  0.94
4 C 7.60 -13.98 -0.83  -0.81
5 C 7.33 -15.17 -1.50  -0.79
6 C 7.41 -16.37 -0.80  -1.10
7 C 7.80 -16.37 0.55  1.00
8 N 8.19 -15.19 1.15  0.86
9 C 7.66 -17.56 1.40  0.35
10 C 7.13 -18.78 0.96  -0.94
11 C 6.98 -19.83 1.86  -0.89
12 C 7.35 -19.67 3.19  -1.13
13 C 7.97 -18.47 3.62  0.25
14 N 8.08 -17.44 2.72  0.87
15 C 8.50 -18.17 4.98  1.37
16 C 8.55 -19.19 5.95  -1.02
17 C 9.02 -18.91 7.23  -0.76
18 C 9.49 -17.63 7.46  -0.84
19 C 9.51 -16.65 6.46  0.93
20 C 10.24 -15.41 6.85  -1.33
21 N 8.98 -16.89 5.22  0.68
22 H 9.27 -12.71 1.64  0.14
23 H 7.52 -12.55 1.94  0.14
24 H 8.18 -11.89 0.43  0.44
25 H 7.53 -13.01 -1.29  0.47
26 H 7.02 -15.17 -2.52  0.47
27 H 7.35 -17.34 -1.29  0.43
28 H 6.87 -18.89 -0.09  0.33
29 H 6.57 -20.77 1.53  0.49
30 H 7.24 -20.50 3.86  0.41
31 H 8.18 -20.19 5.68  0.32
32 H 9.11 -19.61 8.03  0.46
33 H 9.82 -17.28 8.44  0.46
34 H 10.55 -14.82 5.96  0.00
35 H 11.07 -15.70 7.49  0.56
36 H 9.53 -14.78 7.46  0.29
37 O 11.58 -12.79 3.87  -0.65
38 C 10.87 -13.77 3.67  0.51
39 O 9.63 -13.96 3.89  -0.91
40 C 11.51 -15.09 2.88  0.62
41 O 12.62 -15.18 2.42  -0.61
42 O 10.56 -16.01 2.79  -0.12
43 N 5.71 -13.56 5.39  0.02
44 C 6.89 -13.95 4.88  -0.82
45 N 6.78 -14.81 3.88  0.66
46 C 5.39 -14.98 3.70  -0.06
47 C 4.70 -15.56 2.64  0.03
48 C 3.31 -15.46 2.64  -0.91
49 C 2.62 -14.79 3.65  -0.44
50 C 3.32 -14.16 4.68  -0.93
51 C 4.71 -14.24 4.68  0.49
52 H 5.58 -12.97 6.21  0.27
53 H 7.83 -13.51 5.21  0.54
54 H 5.22 -16.02 1.83  0.42
55 H 2.77 -15.95 1.87  0.45
56 H 1.55 -14.62 3.59  0.39
57 H 2.78 -13.66 5.49  0.37

As for the charge: +1. The energy above the lowest of the compared OMol25 structures with the same formula, charge and spin is 9.0 kcal/mol. As for the multiplicity: 2. The calculation puts the frontier orbital gap (alpha / beta) at 6.284 / 6.579 eV.